H24NO15 | ωB97M-V with the def2-TZVPD basis set

Calculated values
- LUMO energy: 2.3 eV
- Energy relative to the best compared isomer or geometry (same formula, charge and spin): 93.0 kcal/mol
- Multiplicity: 1
- Gap between HOMO and LUMO: 9.4 eV
- Charge: -1

Structure (XYZ):
```
40
Properties=species:S:1:pos:R:3:forces:R:3
O 0.2490 19.4090 25.5210 -0.43 -0.34 1.18
O -0.4260 21.6330 22.7940 -0.86 -2.22 -2.61
O 3.5240 21.1720 23.4120 -1.11 -0.80 1.34
O -3.8020 22.1920 24.7290 -2.63 -0.53 1.24
O -1.5500 22.7310 28.7870 -0.26 -1.12 -0.41
O 0.0170 20.3680 28.8010 1.03 -6.32 3.86
O 0.7570 19.1100 23.1750 -1.93 -2.80 -1.15
O -0.2490 25.7030 25.7510 0.04 0.29 -1.36
O -3.4440 23.7120 26.9330 -4.16 1.32 -4.13
O 0.5840 24.3760 29.5820 -1.16 1.84 0.58
O 0.4850 22.2470 27.1440 2.14 -0.09 -2.44
O 3.6260 22.0360 27.5050 -0.57 -1.80 1.57
O 1.3400 21.8650 25.0420 -1.39 1.05 2.74
O -0.6310 22.7640 25.3990 1.52 -0.06 -0.11
O 4.2760 23.6870 25.1390 0.03 0.16 -0.09
N 0.4450 22.3080 25.8510 -1.77 -0.25 -0.01
H -3.8220 24.1680 27.6290 -2.02 1.88 1.73
H -3.7360 22.7230 25.5380 0.13 -0.05 -0.36
H 3.8790 23.1310 25.8200 0.19 -0.31 -0.05
H -3.0250 22.3040 24.2550 2.44 0.33 -1.26
H 0.9460 19.9770 28.9230 -2.26 0.25 0.18
H 0.2760 21.0670 28.3430 1.23 5.47 -3.70
H 0.0970 18.2430 23.1320 2.31 4.04 0.59
H 0.4910 19.7760 23.8760 0.28 -2.45 -0.07
H -0.4290 26.3700 25.0110 0.52 -2.16 1.31
H -0.0850 21.9370 23.5700 1.00 3.17 3.52
H -2.7530 23.4040 27.3620 6.28 -2.90 2.51
H -0.0720 24.7700 25.4140 -0.71 1.93 0.07
H 0.1660 18.4180 25.5640 0.67 1.90 0.71
H 0.2900 23.5400 29.2930 0.25 -2.29 -0.78
H -0.0430 20.7620 23.0060 -0.77 -0.18 -2.11
H -0.3300 24.7360 29.5090 1.11 0.62 0.20
H 3.6940 21.2330 28.1250 -0.06 1.91 -1.54
H 4.0630 24.5760 25.4230 -0.05 0.25 0.05
H -2.2950 22.8320 29.3620 -0.67 0.29 0.88
H 2.6810 21.3280 23.9180 1.41 -0.21 -0.73
H 0.7290 19.8850 26.2420 -0.58 -1.40 -0.54
H 2.6570 22.1780 27.4310 0.36 -0.08 0.02
H 3.5070 21.8320 22.7420 0.00 0.86 -0.73
H -1.5990 21.7650 28.6030 0.46 0.78 -0.09
```
Forces are in eV/Å.

Partial atomic charges computed with the Mulliken method, in multiples of e: O -0.61; O -0.71; O -0.63; O -0.68; O -0.58; O -0.64; O -0.68; O -0.66; O -0.63; O -0.67; O -0.40; O -0.72; O -0.36; O -0.70; O -0.60; N 0.51; H 0.26; H 0.40; H 0.33; H 0.33; H 0.34; H 0.29; H 0.25; H 0.43; H 0.27; H 0.36; H 0.38; H 0.34; H 0.26; H 0.33; H 0.38; H 0.32; H 0.28; H 0.29; H 0.25; H 0.46; H 0.27; H 0.36; H 0.28; H 0.28


H24O12 | ωB97M-V with the def2-TZVPD basis set

Calculated values
- LUMO energy: -1.0 eV
- Energy relative to the best compared isomer or geometry (same formula, charge and spin): 96.6 kcal/mol
- Multiplicity: 1
- SMILES: O.O.O.O.O.O.O.O.O.O.O.O
- Gap between HOMO and LUMO: 10.0 eV

Structure (XYZ):
```
36
Properties=species:S:1:pos:R:3:forces:R:3
O -2.6537 -3.3144 -1.5643 0.78 1.60 -0.82
O -3.0785 -1.7528 2.5163 -0.11 0.72 0.23
O -2.2684 4.3795 -0.1570 0.82 2.01 3.63
O -0.0367 1.6183 -2.0752 -2.28 0.66 0.78
O 4.4085 0.3523 -1.4960 -0.97 1.49 1.64
O -0.4299 -0.4712 -3.9220 3.53 -4.15 -0.54
O 1.8415 -2.6376 3.2723 -1.76 1.36 -1.31
O -1.2881 3.1316 3.1121 -3.17 3.80 -0.67
O 0.5432 -0.3642 -0.2774 -1.13 1.42 1.90
O 4.3774 -1.9281 0.8395 2.04 0.42 2.54
O 2.8914 2.2355 0.5355 -0.76 -1.02 0.20
O -3.3130 -1.1355 -0.3595 -0.24 3.32 1.36
H 0.8860 1.5256 -2.1035 2.09 -0.20 -0.32
H 0.0446 -0.6169 -3.0823 -0.02 0.01 -0.69
H 0.1573 0.2966 0.4150 0.88 -2.24 -1.60
H -3.7915 -1.3033 2.0462 0.26 0.11 -0.12
H 1.6603 -2.0427 4.0428 0.00 -0.66 -1.26
H -2.8283 -0.4179 -0.7889 -0.37 0.21 0.31
H -1.6012 4.5461 0.6196 -1.82 -0.59 -2.37
H 2.6395 3.0454 0.1116 0.10 0.90 -0.40
H -0.1111 -1.0857 -0.3343 0.22 0.39 0.28
H -2.1457 3.0382 2.6186 1.51 -0.40 0.79
H -0.2371 1.4394 -1.1405 0.04 0.00 -0.78
H -1.9014 3.7248 -0.6989 1.06 -1.43 -1.22
H 4.7172 -1.0386 1.1056 -0.67 -1.10 -0.77
H -3.2980 -2.6651 2.3844 0.00 -0.84 -0.03
H -1.0093 0.1480 -3.6711 -3.50 4.00 1.15
H 2.0294 1.7935 0.6372 0.63 0.07 0.17
H 3.5038 0.4684 -1.1339 0.92 0.31 0.03
H 1.2477 -2.3247 2.4796 1.73 -0.71 2.63
H -3.1034 -1.8451 -0.8961 0.23 -2.84 -1.23
H -2.3766 -2.7860 -2.3557 -0.29 -1.23 0.66
H -0.7846 2.3843 3.1120 1.60 -3.39 -0.20
H 4.2737 -0.3336 -2.1011 0.08 -1.74 -1.66
H 3.8025 -1.8494 0.1252 -1.32 0.67 -1.80
H -2.7674 -4.2150 -1.8157 -0.10 -0.93 -0.53
```
Forces are in eV/Å.

Partial atomic charges computed with the Mulliken method, in multiples of e: O -0.69; O -0.62; O -0.64; O -0.58; O -0.59; O -0.60; O -0.62; O -0.62; O -0.59; O -0.59; O -0.60; O -0.55; H 0.32; H 0.30; H 0.31; H 0.30; H 0.32; H 0.25; H 0.34; H 0.32; H 0.27; H 0.34; H 0.26; H 0.30; H 0.33; H 0.30; H 0.30; H 0.26; H 0.28; H 0.31; H 0.40; H 0.34; H 0.28; H 0.31; H 0.27; H 0.29


H24O12 | ωB97M-V with the def2-TZVPD basis set

Calculated values
- LUMO energy: -0.1 eV
- Energy relative to the best compared isomer or geometry (same formula, charge and spin): 98.0 kcal/mol
- Multiplicity: 1
- SMILES: O.O.O.O.O.O.O.O.O.O.O.O
- Gap between HOMO and LUMO: 9.0 eV

Structure (XYZ):
```
36
Properties=species:S:1:pos:R:3:forces:R:3
O 2.1393 -0.7988 3.2584 -0.15 0.08 -0.09
O -1.2990 4.9629 -0.2396 -0.08 0.17 0.01
O 2.2302 -3.0864 -3.2900 0.07 -0.10 0.20
O -3.7502 -1.9428 -1.6108 0.13 -0.14 -0.03
O -5.0944 2.2937 -1.3437 0.17 0.01 0.05
O 0.0555 0.1073 -0.2277 -1.83 -1.33 0.32
O 4.9821 1.1890 0.8811 -0.18 0.01 0.16
O -4.2488 0.1360 2.8391 0.17 0.03 0.14
O -0.2026 -4.3211 2.0636 0.08 0.02 -0.20
O -0.4664 -2.2695 -2.0694 -0.10 -0.42 -0.15
O 3.7567 2.1409 -1.6558 0.85 0.56 -0.63
O 1.8539 1.4655 -0.2715 0.80 0.61 1.02
H -3.1557 -2.3329 -2.2614 -0.43 0.05 -0.14
H 1.5249 -0.2982 3.8070 0.10 -0.02 -0.02
H -4.7606 1.4058 -1.1726 -0.06 0.00 -0.02
H -2.0396 5.4892 0.0821 0.05 -0.07 0.00
H 1.6252 -1.5592 2.9645 0.06 -0.08 0.03
H -0.7995 5.5743 -0.7925 0.01 -0.12 0.00
H 4.1126 3.0305 -1.7609 0.07 -0.15 -0.10
H 1.7533 2.2143 0.3269 0.04 0.04 -0.07
H -1.4299 -2.2493 -2.0570 0.41 0.25 0.19
H 2.6560 -3.0363 -2.4268 0.03 0.06 -0.17
H 0.2973 -5.1040 1.8064 -0.02 0.03 0.09
H -4.3019 2.8417 -1.3672 -0.07 -0.03 -0.03
H -0.6976 0.5709 0.1557 -0.02 -0.08 -0.07
H -0.2369 -2.9227 -1.3988 0.01 0.12 -0.07
H 2.6630 1.0345 0.0261 -0.22 0.10 -0.10
H 4.3431 0.6604 1.3723 0.09 -0.15 0.16
H 5.3829 1.7544 1.5509 0.01 0.00 -0.09
H -4.4783 -2.5716 -1.5516 0.01 0.06 0.03
H 0.5269 -0.2456 0.5354 0.02 0.25 -0.17
H -4.0284 -0.3531 3.6399 -0.07 0.00 -0.08
H 1.4370 -2.5477 -3.1918 -0.15 0.06 -0.02
H 3.9761 1.9064 -0.7470 0.33 0.19 -0.24
H -3.6783 0.9120 2.8737 -0.11 -0.03 -0.06
H -0.6481 -4.0506 1.2528 -0.05 0.02 0.13
```
Forces are in eV/Å.

Partial atomic charges computed with the Mulliken method, in multiples of e: O -0.64; O -0.63; O -0.64; O -0.60; O -0.64; O -0.59; O -0.66; O -0.62; O -0.64; O -0.49; O -0.54; O -0.54; H 0.33; H 0.32; H 0.32; H 0.32; H 0.32; H 0.32; H 0.28; H 0.30; H 0.14; H 0.29; H 0.32; H 0.32; H 0.27; H 0.29; H 0.22; H 0.32; H 0.32; H 0.32; H 0.29; H 0.31; H 0.36; H 0.33; H 0.31; H 0.32


H24O12 | ωB97M-V with the def2-TZVPD basis set

Calculated values
- LUMO energy: -0.4 eV
- Energy relative to the best compared isomer or geometry (same formula, charge and spin): 210.5 kcal/mol
- Multiplicity: 1
- Gap between HOMO and LUMO: 5.7 eV

Structure (XYZ):
```
36
Properties=species:S:1:pos:R:3:forces:R:3
O 0.0424 -2.4617 -4.0947 -0.05 0.13 0.21
O -1.2727 -1.4282 3.2075 -0.19 -0.08 -0.08
O -2.3221 -3.1917 -0.8208 0.16 0.09 0.08
O 0.5527 -0.0810 0.5161 -9.99 11.71 2.81
O -1.3250 3.6363 -2.2619 0.15 0.05 0.11
O 1.5796 -1.3409 0.2123 9.87 -12.13 -2.79
O 4.0654 1.4368 0.1127 0.06 -0.02 0.10
O -0.9140 3.2433 0.8264 -2.61 -0.02 -2.36
O 0.5857 -3.8700 1.6541 -0.18 -0.20 0.10
O 0.6772 3.4597 2.0909 2.69 0.75 1.75
O -2.2614 0.6738 0.0670 -0.40 -0.14 -0.10
O 1.3497 0.9735 -2.3181 -0.18 0.04 0.01
H 4.5261 0.6314 0.3737 -0.10 0.08 -0.07
H 0.1977 0.2289 -0.3247 -0.16 0.51 0.01
H -1.5800 3.1120 -1.4944 -0.09 -0.26 -0.33
H 1.2057 1.9235 -2.3939 -0.01 -0.04 -0.02
H 0.3865 -2.7353 -3.2370 0.05 -0.04 -0.13
H 1.1158 -1.8968 -0.4240 0.66 -0.62 -0.10
H 1.1650 0.6371 -3.2022 0.03 -0.05 0.04
H 1.0982 -4.1125 2.4335 0.04 0.08 -0.05
H -2.4468 0.9976 0.9557 0.23 0.17 -0.03
H -2.1487 -3.9130 -0.2055 -0.07 0.06 -0.05
H -2.4038 -0.2774 0.1296 -0.12 0.07 -0.07
H -2.0541 -0.8662 3.2581 0.13 0.06 0.05
H 1.4460 -1.7881 1.0556 0.51 -0.49 -0.17
H -1.5826 -2.5878 -0.6886 -0.03 -0.08 0.00
H -0.4880 2.5316 0.3355 -0.06 -0.56 0.22
H -0.8241 -2.0911 -3.8924 0.00 -0.06 -0.09
H 0.7809 3.8018 1.1958 -0.01 0.05 0.54
H -1.5206 -2.2193 3.6992 0.08 0.03 -0.07
H -0.6919 4.2728 -1.9112 -0.04 0.04 -0.09
H -1.5021 3.6533 0.1821 -0.31 0.00 0.16
H 1.3523 3.9235 2.5989 0.28 -0.23 0.18
H 0.1146 -4.6783 1.4224 0.10 0.04 -0.01
H -0.0357 -0.8018 0.7677 -0.39 1.17 0.26
H 3.1322 1.2038 0.1746 -0.04 -0.11 -0.03
```
Forces are in eV/Å.

Partial atomic charges computed with the Mulliken method, in multiples of e: O -0.63; O -0.56; O -0.63; O -0.58; O -0.63; O -0.53; O -0.67; O -0.58; O -0.53; O -0.55; O -0.54; O -0.58; H 0.31; H 0.34; H 0.28; H 0.31; H 0.31; H 0.26; H 0.29; H 0.28; H 0.31; H 0.31; H 0.24; H 0.29; H 0.29; H 0.31; H 0.28; H 0.32; H 0.30; H 0.29; H 0.34; H 0.23; H 0.26; H 0.26; H 0.23; H 0.36